{"formula": "C7H80FN4O36", "method": "ωB97M-V with the def2-TZVPD basis set", "elements": ["C", "C", "F", "C", "N", "C", "N", "N", "C", "N", "C", "C", "O", "O", "H", "H", "H", "H", "H", "H", "H", "H", "H", "H", "H", "H", "O", "H", "H", "O", "H", "H", "O", "H", "H", "O", "H", "H", "O", "H", "H", "O", "H", "H", "O", "H", "H", "O", "H", "H", "O", "H", "H", "O", "H", "H", "O", "H", "H", "O", "H", "H", "O", "H", "H", "O", "H", "H", "O", "H", "H", "O", "H", "H", "O", "H", "H", "O", "H", "H", "O", "H", "H", "O", "H", "H", "O", "H", "H", "O", "H", "H", "O", "H", "H", "O", "H", "H", "O", "H", "H", "O", "H", "H", "O", "H", "H", "O", "H", "H", "O", "H", "H", "O", "H", "H", "O", "H", "H", "O", "H", "H", "O", "H", "H", "O", "H", "H"], "xyz": [[0.7566, -3.4900, 1.5113], [1.1310, -2.2850, 0.4647], [1.2940, -2.7322, -0.9401], [0.1155, -0.9986, 0.4898], [-1.3453, -1.3349, 0.6908], [-2.2217, -0.6522, 1.7481], [-1.8535, 0.3036, 2.6660], [-3.6831, -1.1324, 1.7422], [-3.6331, -2.1397, 0.6059], [-2.2086, -2.2030, 0.0397], [-1.8500, -3.1248, -1.1057], [-3.1314, -3.9630, -1.7290], [-4.0083, -3.4199, -2.6140], [-3.3744, -5.4009, -1.3771], [1.6926, -3.7112, 2.2189], [0.5872, -4.5095, 0.9138], [-0.1629, -3.1984, 2.1736], [2.1991, -1.8733, 0.8020], [0.5033, -0.2614, 1.3399], [0.2198, -0.4212, -0.5490], [-0.8421, 0.4468, 2.9251], [-2.5334, 0.9945, 3.0973], [-4.5944, -2.7410, 0.3149], [-1.1092, -3.9492, -0.6629], [-1.2613, -2.5244, -1.9194], [-2.7988, -5.5940, -0.5575], [0.2216, 0.8663, -2.7789], [0.1572, -0.0371, -3.1234], [-0.3620, 1.3797, -3.3575], [3.9941, -2.9599, 1.8533], [4.8787, -2.6018, 1.6851], [3.7441, -3.3708, 1.0121], [5.7941, -3.2505, -0.0123], [6.6787, -2.8924, -0.1805], [5.5441, -3.6614, -0.8535], [2.9091, 0.2461, 1.1608], [3.5645, -0.2103, 1.7095], [3.4433, 0.7542, 0.5319], [-6.9430, -3.7575, -3.9471], [-6.1396, -3.8955, -3.4232], [-7.6006, -3.4703, -3.2959], [1.5789, 1.9075, -5.4692], [1.0715, 1.5483, -4.7258], [1.8478, 2.7876, -5.1656], [-6.3748, -0.3958, 0.6231], [-6.9687, -0.2481, 1.3745], [-5.5583, -0.7217, 1.0305], [0.0879, 2.4411, 0.9246], [0.9725, 2.7992, 0.7564], [-0.1621, 2.0302, 0.0834], [-0.8196, -5.2869, -3.8752], [-1.2060, -4.6730, -4.5176], [-1.5761, -5.5756, -3.3429], [3.3387, 3.4301, 0.7282], [3.1845, 3.4289, 1.6849], [4.2750, 3.1961, 0.6417], [-0.3492, 4.2502, -1.3181], [0.4542, 4.1121, -0.7942], [-1.0068, 4.5374, -0.6669], [6.4161, 4.0201, 0.2113], [6.8711, 4.2899, -0.6006], [5.6110, 4.5592, 0.2187], [4.7508, 5.6820, 1.6466], [5.5542, 5.5439, 2.1705], [4.0932, 5.9692, 2.2978], [3.2878, 7.6363, 3.7437], [2.7773, 8.4583, 3.7944], [3.8332, 7.6497, 4.5445], [-1.0839, 3.0834, 4.0487], [-0.6289, 3.3531, 3.2367], [-1.8890, 3.6225, 4.0560], [-8.9121, -1.5139, -3.4549], [-8.0275, -1.1558, -3.6231], [-9.1621, -1.9248, -4.2961], [4.3893, -2.7026, 4.8349], [3.9879, -3.2172, 4.1186], [4.9364, -3.3473, 5.3081], [-4.8738, -6.0597, -5.1183], [-5.3843, -5.2376, -5.0676], [-4.3284, -6.0463, -4.3175], [8.4263, -3.0861, -1.1980], [9.3109, -2.7280, -1.3662], [8.1763, -3.4970, -2.0392], [-11.4357, -2.3323, -4.5810], [-11.3744, -2.2326, -3.6190], [-11.5763, -3.2824, -4.7094], [5.5751, -5.2086, -2.1747], [5.1737, -5.7232, -2.8910], [6.1222, -5.8533, -1.7014], [5.1046, 5.0324, -2.1819], [4.7182, 5.6464, -2.8244], [4.3481, 4.7438, -1.6496], [1.4644, 6.2879, -2.1706], [1.9716, 6.3763, -1.3497], [0.8350, 5.5758, -1.9813], [-7.7879, 2.0681, 1.4174], [-6.9033, 2.4263, 1.2492], [-8.0379, 1.6572, 0.5762], [6.2120, -3.6157, 7.0817], [5.7015, -2.7936, 7.1324], [6.7574, -3.6023, 7.8826], [-7.8448, -0.0350, 4.0289], [-8.0267, 0.5486, 3.2771], [-8.6575, -0.5540, 4.1245], [-5.3596, -5.4321, 1.7331], [-4.9046, -5.1624, 0.9212], [-6.1648, -4.8930, 1.7405], [-7.9249, 3.9408, 3.8394], [-8.3263, 3.4262, 3.1231], [-7.3778, 3.2961, 4.3127], [3.1687, 0.0024, 5.9525], [3.0741, -0.1032, 6.9111], [3.4282, -0.8789, 5.6444], [5.2751, 5.3643, -5.0859], [4.8737, 4.8497, -5.8022], [5.8222, 4.7196, -4.6127], [-2.6969, 1.4965, -2.5030], [-3.2042, 1.1373, -1.7597], [-2.4280, 2.3765, -2.1994], [4.0649, 7.8794, -6.1891], [4.8178, 8.4667, -6.0238], [4.3883, 7.0045, -5.9266], [9.3121, -3.5177, 8.1244], [10.1967, -3.1596, 7.9562], [9.0621, -3.9286, 7.2832], [-3.1603, 4.0779, -3.9475], [-3.2247, 3.1745, -4.2920], [-3.7440, 4.5913, -4.5262]], "forces_ev_per_a": [[0.616, -0.583, -0.441], [1.051, 0.603, 0.945], [-0.739, 0.514, 2.506], [1.699, 0.023, -1.348], [-3.521, 2.415, 4.173], [-2.092, -1.482, -0.930], [0.673, -0.823, -1.043], [5.643, -2.901, -5.324], [4.062, 3.795, 2.849], [-5.524, -1.023, 0.540], [1.614, -1.575, 0.255], [-5.252, 1.320, -4.224], [6.196, -3.569, 6.115], [2.317, 4.385, 1.013], [-2.153, 0.729, -1.599], [0.096, 2.302, 1.285], [1.675, -0.712, -1.318], [-2.565, -0.739, -1.095], [-1.209, -1.668, -1.801], [-0.176, -1.215, 2.234], [-1.680, 0.004, -0.610], [1.076, -1.603, -0.842], [2.415, 1.117, 0.141], [-1.438, 1.828, -1.110], [-1.464, -1.289, 1.330], [-1.023, 0.172, -1.750], [0.094, -0.236, -0.306], [0.066, 0.267, 0.045], [-0.218, -0.120, 0.437], [-0.639, 0.262, 0.336], [-0.197, -0.451, -0.217], [0.529, 0.105, 0.287], [0.279, 0.174, -0.381], [0.020, -0.152, -0.059], [0.040, -0.043, 0.091], [0.386, 0.023, -0.012], [-0.189, 0.027, -0.034], [-0.263, -0.016, 0.153], [0.286, -0.026, 0.421], [-0.168, 0.098, -0.113], [-0.011, 0.027, -0.256], [-0.145, 0.196, 0.320], [0.431, 0.106, -0.173], [-0.100, -0.267, -0.134], [0.112, -0.258, 0.163], [0.185, -0.041, -0.142], [-0.313, 0.397, 0.091], [0.062, -0.087, -0.038], [0.106, -0.320, 0.132], [0.059, 0.200, 0.093], [-0.474, 0.391, 0.314], [0.135, -0.266, 0.029], [0.230, -0.147, -0.323], [-0.404, -0.543, 0.066], [0.244, 0.118, -0.280], [-0.062, 0.125, 0.015], [0.022, -0.112, 0.248], [-0.327, -0.076, -0.092], [0.190, 0.034, -0.219], [-0.121, -0.126, -0.141], [-0.268, -0.112, 0.195], [0.374, 0.291, 0.043], [0.117, 0.009, 0.651], [-0.110, 0.110, -0.244], [0.078, 0.247, -0.218], [0.036, 0.180, 0.361], [0.159, -0.294, -0.121], [-0.169, -0.012, -0.264], [-0.340, 0.033, -0.435], [-0.059, -0.110, 0.151], [0.298, -0.062, 0.140], [0.500, -0.102, -0.118], [-0.300, -0.078, 0.063], [-0.232, 0.171, 0.101], [-0.088, -0.330, 0.051], [0.138, 0.280, -0.041], [-0.019, 0.124, -0.082], [0.232, 0.354, 0.394], [-0.058, -0.269, -0.110], [-0.253, -0.087, -0.292], [0.267, -0.024, -0.453], [-0.298, -0.057, 0.174], [0.001, 0.090, 0.247], [0.109, -0.451, 0.273], [-0.023, 0.089, -0.279], [-0.037, 0.315, -0.037], [0.135, -0.455, -0.105], [0.063, 0.287, 0.185], [-0.148, 0.217, -0.044], [-0.379, 0.032, 0.065], [0.074, -0.104, 0.028], [0.196, 0.078, -0.210], [0.371, -0.211, 0.426], [-0.118, 0.154, -0.296], [-0.148, 0.307, -0.261], [0.125, -0.133, -0.146], [-0.282, -0.097, 0.085], [0.011, 0.173, 0.189], [-0.148, 0.331, 0.183], [0.246, -0.178, 0.089], [-0.058, -0.029, -0.209], [-0.257, -0.091, -0.433], [0.000, 0.089, 0.192], [0.270, 0.172, 0.080], [0.093, 0.535, -0.361], [-0.284, -0.297, 0.193], [0.138, -0.265, 0.088], [0.213, -0.414, -0.076], [0.083, 0.151, 0.124], [-0.277, 0.223, -0.070], [-0.052, -0.269, 0.319], [0.003, 0.116, -0.361], [0.107, 0.023, -0.061], [-0.024, -0.499, -0.223], [0.126, 0.118, 0.187], [-0.132, 0.257, -0.019], [-0.051, 0.023, 0.489], [0.054, 0.110, -0.373], [-0.079, -0.012, -0.180], [0.332, -0.025, 0.056], [-0.301, -0.228, -0.080], [0.000, 0.392, 0.087], [0.143, -0.044, -0.428], [-0.318, -0.096, 0.148], [0.084, 0.121, 0.232], [-0.242, -0.214, -0.303], [-0.022, 0.231, 0.142], [0.257, -0.074, 0.232]], "lowdin_charge": [-0.05, -0.26, -0.11, -0.06, -0.01, -0.16, 0.16, 0.10, 0.08, -0.06, -0.02, -0.23, 0.00, 0.01, 0.09, 0.10, 0.09, 0.12, 0.14, 0.14, 0.13, 0.15, 0.16, 0.14, 0.16, 0.14, -0.06, 0.05, 0.03, -0.09, 0.04, 0.04, -0.06, 0.02, 0.01, -0.06, 0.05, 0.05, -0.06, 0.00, 0.03, -0.06, -0.01, 0.04, -0.07, 0.02, -0.04, -0.06, 0.02, 0.03, -0.05, 0.05, 0.01, -0.06, 0.06, 0.02, -0.05, 0.03, 0.07, -0.07, 0.04, -0.03, -0.06, 0.06, 0.02, -0.06, 0.05, 0.05, -0.06, 0.02, 0.05, -0.08, 0.04, 0.03, -0.06, 0.02, 0.02, -0.05, 0.01, 0.01, -0.05, 0.06, 0.05, -0.06, 0.04, 0.05, -0.05, 0.06, 0.06, -0.06, 0.04, 0.03, -0.06, 0.03, -0.02, -0.05, 0.06, 0.06, -0.06, 0.04, 0.04, -0.06, 0.00, 0.05, -0.05, 0.00, 0.05, -0.07, 0.00, 0.03, -0.08, 0.04, -0.01, -0.06, 0.06, 0.05, -0.06, 0.04, 0.03, -0.07, 0.04, -0.01, -0.07, 0.04, 0.03, -0.07, 0.03, 0.05], "relative_energy_kcal_mol": 175.0, "lumo_ev": -4.01, "charge": 1, "spin_multiplicity": 1}